Entry 1:
This record from OMol25 describes a molecular structure, C36H34ClF4N2PPd at a distorted geometry. The level of theory is ωB97M-V/def2-TZVPD.

Geometry as XYZ:
```
79
Properties=species:S:1:pos:R:3:forces:R:3:lowdin_charge:R:1
Pd -0.918 0.178 0.544 0.88 -0.02 -0.28 0.81
C 2.164 2.696 2.970 -0.18 0.96 3.57 -0.22
C -0.674 0.182 2.541 -2.00 -1.15 1.07 0.01
N -1.763 0.120 3.224 1.22 1.30 -0.83 -0.15
C -2.166 -0.911 4.229 0.31 0.03 -0.09 -0.15
C -1.007 -1.349 5.101 0.02 -0.01 -0.03 -0.06
C -2.747 1.214 2.854 0.12 -0.28 -0.01 -0.10
C -3.676 0.757 1.754 0.16 0.13 -0.09 -0.20
N -2.918 0.089 0.714 -0.27 -0.32 0.24 -0.10
C -3.658 -0.417 -0.352 -0.16 0.15 -0.26 -0.19
C -3.289 -1.624 -0.952 -0.14 0.13 0.06 -0.18
F -2.209 -2.273 -0.479 0.16 -0.12 0.08 0.05
C -3.967 -2.177 -2.015 -0.23 0.19 -0.04 -0.21
F -3.524 -3.325 -2.520 0.05 -0.18 -0.09 0.12
C -5.087 -1.561 -2.542 0.11 0.01 0.08 0.11
C -5.477 -0.364 -1.972 0.09 -0.15 -0.04 -0.21
F -6.529 0.289 -2.450 -0.10 0.05 -0.05 0.13
C -4.777 0.206 -0.924 0.18 -0.15 0.00 -0.14
F -5.181 1.404 -0.492 0.00 0.19 0.12 0.11
H 1.844 2.844 2.013 -0.96 0.53 -2.92 0.00
H 2.807 3.519 3.259 0.85 -0.38 0.16 0.07
H 1.274 2.744 3.623 0.21 0.18 -0.17 0.05
H 2.700 0.295 3.827 0.02 0.44 0.64 0.09
H 1.925 -0.667 2.435 0.22 0.04 0.28 0.01
H -2.571 -1.738 3.644 -0.02 0.00 -0.01 0.14
H -2.975 -0.466 4.803 0.01 0.00 0.02 0.13
H -1.323 -2.194 5.710 -0.01 0.02 0.02 0.10
H -0.693 -0.547 5.769 0.02 0.00 -0.02 0.09
H -0.159 -1.675 4.496 -0.04 -0.03 0.01 0.07
H -2.155 2.051 2.487 0.04 -0.01 0.08 0.11
H -3.243 1.513 3.776 -0.09 -0.04 -0.04 0.14
H -4.172 1.675 1.431 -0.06 0.01 -0.03 0.13
H -4.459 0.090 2.130 0.04 -0.07 0.00 0.14
H -5.631 -1.991 -3.371 0.00 0.00 0.01 0.15
Cl 2.131 0.821 2.793 -0.03 -1.88 -1.23 0.95
C 3.512 0.761 1.596 0.48 0.63 1.00 -0.41
C 4.750 1.124 2.085 -0.11 -0.01 -0.20 -0.04
C 5.775 1.157 1.144 0.04 0.10 0.62 -0.02
C 5.501 0.877 -0.176 -0.30 -0.16 -0.59 -0.02
C 4.217 0.529 -0.588 0.18 0.11 0.16 -0.04
C 3.161 0.449 0.331 -0.43 -0.45 -1.12 -0.33
P 1.504 -0.211 -0.197 -0.11 0.02 -0.35 1.07
C 1.597 0.233 -1.955 0.16 -0.06 0.05 -0.42
C 1.697 -0.731 -2.951 -0.07 -0.03 0.02 -0.07
C 1.783 -0.338 -4.282 -0.01 0.01 -0.02 -0.05
C 1.788 1.007 -4.613 0.00 -0.01 0.00 -0.05
C 1.698 1.974 -3.615 -0.01 -0.01 0.02 -0.05
C 1.593 1.588 -2.292 0.07 0.04 0.02 -0.12
C 1.777 -2.002 -0.091 0.11 0.04 0.06 -0.39
C 3.027 -2.595 -0.278 0.03 -0.01 -0.06 -0.08
C 3.157 -3.973 -0.226 0.00 0.00 0.00 -0.05
C 2.045 -4.773 0.007 0.00 0.01 0.00 -0.05
C 0.802 -4.191 0.199 0.00 -0.01 0.00 -0.05
C 0.674 -2.810 0.160 -0.09 0.01 0.07 -0.11
H 4.924 1.378 3.122 -0.02 0.03 0.00 0.13
H 6.777 1.416 1.457 -0.01 0.01 0.02 0.13
H 6.296 0.927 -0.907 -0.01 -0.02 -0.02 0.13
H 4.026 0.315 -1.631 -0.01 0.01 0.00 0.12
H 1.702 -1.784 -2.699 0.01 -0.01 0.00 0.11
H 1.856 -1.089 -5.058 0.00 0.00 0.00 0.12
H 1.863 1.308 -5.649 0.00 0.00 0.00 0.12
H 1.698 3.024 -3.873 0.00 0.00 0.00 0.12
H 1.500 2.345 -1.521 0.00 -0.01 0.00 0.11
H 3.906 -1.997 -0.475 0.00 0.01 0.00 0.10
H 4.128 -4.425 -0.374 0.00 0.00 0.00 0.12
H 2.151 -5.849 0.041 0.00 0.00 0.00 0.12
H -0.070 -4.806 0.378 0.00 0.00 0.00 0.12
H -0.301 -2.368 0.323 0.08 -0.03 0.01 0.05
C -1.929 2.793 -3.271 0.00 -0.03 -0.02 -0.06
C -1.841 3.447 -2.053 0.01 0.00 0.07 -0.06
C -1.536 2.735 -0.893 0.13 0.08 -0.03 -0.10
C -1.276 1.388 -1.009 -0.47 0.13 0.10 -0.26
C -1.380 0.702 -2.206 -0.13 0.03 0.00 -0.13
C -1.706 1.423 -3.348 0.01 0.02 -0.02 -0.05
H -2.190 3.347 -4.163 0.00 0.00 0.00 0.12
H -2.040 4.509 -1.987 0.00 0.00 -0.01 0.12
H -1.509 3.244 0.063 0.00 -0.02 -0.01 0.10
H -1.219 -0.368 -2.281 0.01 0.01 0.01 0.11
H -1.788 0.907 -4.296 0.00 0.00 0.01 0.12
```
Positions in Å, forces in eV/Å.

HOMO (alpha / beta): -12.8 / -12.8 eV
LUMO level (alpha / beta): -7.12 / -7.12 eV
Total charge: +2
Energy relative to the best compared isomer or geometry (same formula, charge and spin): 249.2 kcal per mole
HOMO-LUMO gap (alpha / beta): 5.65 / 5.65 eV
2S+1: 1

=====

Entry 2:
This record from OMol25 describes a gas-phase ion, C5H13N2O (charge +1) at a distorted geometry. The level of theory is ωB97M-V/def2-TZVPD.

Geometry as XYZ:
```
21
Properties=species:S:1:pos:R:3:forces:R:3:lowdin_charge:R:1
N -0.144 -2.181 -2.362 -0.63 1.23 1.18 0.10
C -0.573 -1.616 -1.185 0.09 -1.78 -0.16 -0.12
C 0.123 -0.929 -0.276 -0.29 1.88 0.14 -0.24
N 1.361 -0.197 -0.700 0.04 -1.00 -0.20 0.22
C -0.346 -0.421 1.051 -1.10 -0.70 0.33 -0.16
C -1.269 0.810 1.075 0.30 0.63 1.24 -0.14
C -0.478 2.098 1.425 0.94 -0.53 -1.16 -0.16
O 0.914 1.958 0.962 0.31 0.04 0.11 -0.14
H 0.777 -1.967 -2.657 0.41 -0.43 -0.86 0.08
H -0.779 -2.801 -2.831 0.44 0.08 -0.39 0.11
H -1.557 -1.998 -0.934 0.03 0.27 0.45 0.14
H 1.216 0.245 -1.605 0.28 -0.13 -0.28 0.17
H 1.568 0.588 -0.050 -0.29 -0.09 0.26 0.13
H 2.118 -0.885 -0.718 0.32 0.55 -0.24 0.18
H 0.505 -0.234 1.706 0.06 -0.08 -0.08 0.12
H -0.891 -1.223 1.547 0.01 -0.19 -0.12 0.12
H -1.962 0.903 0.239 0.51 0.03 -0.37 0.12
H -1.939 0.691 1.934 0.00 -0.13 -0.10 0.12
H -0.413 2.233 2.500 -0.39 0.27 0.00 0.12
H -0.842 2.940 0.853 -0.50 0.38 0.52 0.12
H 1.497 2.578 1.438 -0.54 -0.28 -0.27 0.12
```
Positions in Å, forces in eV/Å.

HOMO: -12.5 eV
LUMO level: -3.19 eV
Total charge: +1
Energy relative to the best compared isomer or geometry (same formula, charge and spin): 42.8 kcal per mole
HOMO-LUMO gap: 9.30 eV
2S+1: 1

=====

Entry 3:
This record from OMol25 describes C5H10N2O in the gas phase at a distorted geometry. The level of theory is ωB97M-V/def2-TZVPD.

Geometry as XYZ:
```
18
Properties=species:S:1:pos:R:3:forces:R:3:lowdin_charge:R:1
H -2.669 -1.844 0.340 -0.19 0.22 -0.34 0.04
N -1.767 -1.667 -0.102 1.03 0.84 0.08 0.12
C -1.253 -0.560 0.336 0.38 -3.45 0.74 -0.46
N -1.964 0.208 1.236 0.39 0.93 1.00 0.09
C 0.250 -0.317 0.084 -1.64 0.26 -1.27 -0.19
C 1.152 -1.509 0.039 0.23 -0.02 0.23 -0.05
C 0.472 0.889 -0.435 -2.74 0.75 0.63 -0.26
C 1.721 1.540 -0.907 0.02 0.30 0.09 -0.02
O -0.745 1.728 -0.443 2.38 0.41 -0.83 -0.05
H -2.534 -0.335 1.875 0.03 0.07 -0.24 0.10
H -1.392 0.888 1.734 -0.33 -0.10 -0.24 0.10
H 0.756 -2.271 -0.639 -0.13 0.15 0.22 0.08
H 1.241 -1.941 1.041 0.05 -0.13 -0.18 0.08
H 2.152 -1.254 -0.321 -0.09 0.13 0.14 0.07
H 1.882 1.340 -1.970 0.00 0.06 0.07 0.09
H 1.668 2.625 -0.767 -0.11 -0.19 -0.06 0.09
H 2.588 1.183 -0.340 -0.20 -0.08 -0.16 0.08
H -1.560 1.297 -0.761 0.90 -0.13 0.11 0.09
```
Positions in Å, forces in eV/Å.

HOMO: -9.0 eV
LUMO level: 0.87 eV
Energy relative to the best compared isomer or geometry (same formula, charge and spin): 37.0 kcal per mole
HOMO-LUMO gap: 9.84 eV
2S+1: 1

=====

Entry 4:
This record from OMol25 describes a molecular structure, C22H30N2OP2PdS2. The level of theory is ωB97M-V/def2-TZVPD.

Geometry as XYZ:
```
60
Properties=species:S:1:pos:R:3:forces:R:3:lowdin_charge:R:1
Pd 1.051 0.658 -0.918 0.18 0.12 -0.27 0.08
C -1.874 -1.611 2.221 -0.05 0.03 -0.07 -0.04
C -0.859 -1.319 1.133 -0.05 -0.01 -0.06 -0.30
N -0.950 -0.304 0.360 -0.11 -0.05 0.12 0.01
N -2.121 0.436 0.488 0.10 -0.03 0.08 -0.12
C -1.987 1.710 0.311 -0.36 -0.12 -0.02 -1.22
S -0.616 2.651 0.072 0.11 0.13 -0.07 0.41
S -3.634 2.553 0.334 0.22 -0.04 0.12 0.77
C -4.280 1.837 1.878 -0.11 -0.05 0.10 -0.47
C -3.702 2.480 3.108 0.01 0.04 -0.01 -0.28
C -2.406 2.180 3.530 -0.05 0.05 -0.05 -0.04
C -1.874 2.793 4.652 0.04 0.00 0.01 -0.08
C -2.622 3.712 5.376 -0.01 0.04 0.04 -0.12
C -3.909 4.024 4.961 0.02 0.02 0.04 -0.12
C -4.439 3.413 3.834 0.02 -0.09 -0.04 -0.07
C 0.214 -2.328 0.948 0.01 -0.09 0.05 -0.16
C -0.185 -3.653 0.818 0.01 0.07 0.02 -0.10
C 0.710 -4.707 0.664 -0.03 -0.03 0.00 -0.17
C 2.071 -4.399 0.679 0.05 -0.10 -0.03 -0.17
C 2.506 -3.104 0.831 0.03 0.14 -0.02 -0.06
C 1.616 -1.977 0.955 0.10 -0.07 -0.08 -0.47
O 2.055 -0.801 1.066 -0.08 0.05 0.09 -0.14
H -2.248 -0.692 2.668 0.02 -0.01 0.02 0.04
H -2.741 -2.134 1.805 -0.01 0.01 -0.02 0.07
H -1.426 -2.246 2.984 0.00 0.00 0.01 0.07
H -5.365 1.962 1.878 0.01 0.05 -0.10 0.06
H -4.059 0.771 1.854 0.03 0.00 -0.08 0.05
H -1.802 1.492 2.952 0.00 -0.01 -0.01 0.10
H -0.860 2.558 4.951 0.00 0.00 0.01 0.10
H -2.199 4.191 6.251 -0.01 0.00 0.00 0.09
H -4.500 4.748 5.512 0.01 0.00 0.00 0.09
H -5.441 3.667 3.502 -0.01 0.00 0.00 0.10
H -1.251 -3.867 0.821 -0.01 -0.01 0.00 0.10
H 0.358 -5.725 0.537 0.01 0.00 0.00 0.06
H 2.806 -5.194 0.567 -0.02 0.00 0.00 0.07
H 3.567 -2.871 0.841 0.00 -0.02 0.00 0.08
C 3.357 2.951 -2.679 -0.02 -0.02 -0.03 -0.32
P 2.721 1.295 -2.137 0.06 -0.07 0.08 0.66
C 4.329 0.611 -1.539 0.07 0.05 0.00 -0.30
C 2.704 0.497 -3.817 -0.02 0.05 0.02 -0.45
C 2.320 -0.977 -3.716 0.03 -0.03 0.00 -0.45
P 0.832 -1.262 -2.629 -0.22 0.07 0.13 0.80
C 0.429 -2.971 -3.283 0.07 -0.01 0.01 -0.33
C -0.438 -0.401 -3.660 -0.03 -0.01 -0.04 -0.32
H 4.268 2.867 -3.286 0.01 0.00 -0.01 0.02
H 3.568 3.557 -1.797 0.00 -0.01 0.02 0.02
H 2.586 3.465 -3.256 -0.02 -0.01 0.01 0.02
H 5.110 0.646 -2.310 0.02 -0.01 0.00 0.02
H 4.173 -0.413 -1.199 -0.02 -0.01 -0.01 0.02
H 4.656 1.182 -0.668 -0.02 0.01 0.00 0.03
H 3.673 0.627 -4.320 0.01 -0.01 0.01 0.06
H 1.953 1.029 -4.409 0.01 0.01 0.01 0.06
H 3.146 -1.547 -3.276 -0.01 -0.02 0.01 0.06
H 2.130 -1.402 -4.710 -0.01 0.02 0.00 0.06
H 0.361 -2.999 -4.379 -0.01 -0.01 -0.02 0.01
H -0.527 -3.278 -2.855 -0.01 -0.01 0.00 0.02
H 1.180 -3.689 -2.948 0.02 0.02 0.03 0.02
H -0.326 -0.631 -4.727 0.00 0.00 -0.02 0.02
H -0.389 0.676 -3.496 0.03 -0.01 0.02 0.01
H -1.422 -0.738 -3.327 -0.01 0.01 0.00 0.03
```
Positions in Å, forces in eV/Å.

HOMO: 0.5 eV
LUMO level: 4.58 eV
Total charge: -2
Energy relative to the best compared isomer or geometry (same formula, charge and spin): 4.9 kcal per mole
HOMO-LUMO gap: 4.11 eV
2S+1: 1

=====

Entry 5:
This record from OMol25 describes 2 unconnected molecules or ions with the total composition C3H7N3 at a distorted geometry. The level of theory is ωB97M-V/def2-TZVPD.

Geometry as XYZ:
```
13
Properties=species:S:1:pos:R:3:forces:R:3:lowdin_charge:R:1
C 1.953 -0.783 -0.016 1.74 2.14 -2.42 -0.06
C 0.639 -0.050 0.059 2.93 -1.04 0.28 -0.18
N -0.442 -0.619 0.186 -3.42 0.54 0.44 0.06
C -0.878 -1.855 0.234 1.98 1.55 -0.56 -0.33
N -1.246 -2.930 0.162 -1.05 -2.03 0.15 0.14
H 2.312 -1.223 0.836 0.14 -0.80 2.97 0.04
H 2.246 -1.593 -0.705 -1.23 0.49 -0.54 0.09
H 2.690 0.038 -0.191 -0.17 -0.73 -0.09 0.08
H 0.770 1.047 0.138 -0.79 -0.50 -0.23 0.12
N -1.869 1.848 0.152 1.91 2.70 -2.41 -0.01
H -1.594 2.829 -0.274 -0.10 -2.18 1.20 0.07
H -1.747 1.266 -0.695 0.09 0.01 0.72 0.00
H -2.835 2.025 0.114 -2.04 -0.15 0.50 -0.03
```
Positions in Å, forces in eV/Å.

HOMO: -9.7 eV
LUMO level: 0.16 eV
Energy relative to the best compared isomer or geometry (same formula, charge and spin): 49.1 kcal per mole
HOMO-LUMO gap: 9.90 eV
2S+1: 1